1.
Molecular formula: C21H61NO25P6
Method: DFT, ωB97M-V/def2-TZVPD

```
114
C21H61NO25P6, DFT ωB97M-V/def2-TZVPD
P -2.506 0.805 4.039
P 0.536 -4.919 1.811
P 0.300 5.543 2.517
P -2.097 3.477 -3.744
P 5.120 -1.950 -1.494
P 0.075 -2.937 -4.801
O 0.624 -3.879 0.755
O 1.117 1.175 -0.187
O -2.322 4.123 -5.243
O -3.488 0.547 5.324
O -0.471 5.113 3.810
O 1.112 -4.505 3.227
O -1.582 2.097 4.534
O -0.838 5.218 1.450
O -3.430 3.763 -2.876
O -0.885 -5.622 2.144
O -1.804 -0.409 3.571
O 3.797 -2.600 -2.190
O 1.476 -6.186 1.525
O -0.954 4.435 -3.156
O 0.812 6.932 2.521
O 1.291 -1.879 -4.799
O 5.128 -0.368 -1.905
O -0.411 -2.767 -3.207
O 0.753 -4.435 -4.957
O -1.680 2.050 -3.803
O 6.443 -2.594 -1.723
O -1.002 -2.629 -5.800
O -3.447 1.469 2.974
O 1.494 4.450 2.323
O 4.644 -1.856 0.098
N -0.011 0.130 1.385
C 0.136 0.560 0.142
C -3.178 3.500 -6.165
C 3.379 -1.332 0.475
C 0.972 0.252 2.433
C -0.887 -3.924 -2.553
C -4.547 0.690 2.480
C -1.944 -5.598 1.147
C -1.487 3.921 1.437
C -1.111 0.441 -0.782
C -1.511 5.923 4.380
C 1.757 -6.713 0.221
C 2.324 4.327 1.189
C 3.608 -4.051 -2.007
C 1.914 -4.645 -5.777
C -4.053 5.042 -2.875
C 1.112 -0.485 -4.415
C -0.344 1.851 5.132
C -3.712 -0.760 5.848
C -0.008 4.030 -2.210
C 0.587 -3.331 3.881
C 5.903 0.579 -1.159
H 0.086 -2.735 3.118
H 2.554 -4.215 -2.232
H -3.582 -0.746 6.930
H 1.858 -5.898 -0.496
H 6.748 1.061 -1.649
H 1.444 -0.405 -3.380
H 3.319 4.164 1.601
H -0.091 4.767 -1.412
H -0.947 0.765 -1.810
H -0.061 3.084 -1.672
H -0.243 0.889 5.636
H -5.077 4.916 -3.227
H 0.544 0.890 3.206
H -1.653 6.901 3.920
H 3.666 -0.910 1.438
H 1.749 0.160 -5.020
H -0.219 2.367 6.084
H -2.475 5.426 4.492
H -0.026 -4.526 -2.261
H 1.988 3.454 0.628
H -3.586 5.840 -3.453
H 1.218 -0.705 2.894
H -1.581 -4.504 -3.160
H -1.339 6.146 5.433
H 4.110 -4.524 -2.850
H -2.382 -4.601 1.099
H 1.913 -4.514 -6.859
H 1.877 0.767 2.110
H -4.672 0.802 1.403
H 0.077 -0.145 -4.370
H 1.019 4.088 -2.570
H 2.840 -4.243 -5.366
H -0.985 3.056 1.006
H -5.520 0.973 2.883
H 6.491 0.107 -0.373
H 3.145 -0.437 -0.101
H -1.841 1.080 -0.285
H -2.640 -6.372 1.473
H -1.634 -5.783 0.118
H 3.962 -4.469 -1.065
H -1.722 3.595 2.450
H -4.647 -1.166 5.463
H -0.096 -3.598 4.688
H 2.020 -5.728 -5.716
H 0.522 2.287 4.635
H 5.346 1.414 -0.734
H -3.812 4.245 -6.645
H -1.558 -0.553 -0.778
H -3.047 -1.541 5.480
H 1.151 -7.557 -0.106
H -4.097 5.435 -1.859
H -2.464 4.175 1.025
H 2.294 5.247 0.605
H 1.443 -2.853 4.356
H 2.475 -1.941 0.443
H -0.910 -0.226 1.680
H 2.795 -7.035 0.135
H -1.561 -3.639 -1.745
H -4.439 -0.391 2.574
H -2.709 3.095 -7.062
H -3.742 2.694 -5.696
```

Kohn-Sham gap in eV: 9.53
E_HOMO in eV: -9.5
E_LUMO in eV: 0.082
SMILES string: COP(=O)(OC)OC.COP(=O)(OC)OC.COP(=O)(OC)OC.COP(=O)(OC)OC.COP(=O)(OC)OC.COP(=O)(OC)OC.CNC(C)=O
Electronic energy in a.u.: -4821.05269

Atomic partial charges in e from the Mulliken method, atoms 1 to 2:
1. P 0.593
2. P 0.412


2.
Molecular formula: C21H62BaFeN2O19P
Method: DFT, ωB97M-V/def2-TZVPD

```
107
C21H62BaFeN2O19P, DFT ωB97M-V/def2-TZVPD
Ba -0.099 2.110 -2.220
Fe 0.219 -3.118 0.295
P 0.169 -0.732 -0.863
O 3.237 1.441 3.662
O -1.104 -0.184 -1.556
O -1.317 3.939 -0.436
O 2.163 -2.730 1.151
O 4.684 0.149 -1.776
O -3.911 2.732 -4.892
O -3.924 1.914 3.332
O 1.254 0.337 -1.066
O 3.466 -2.405 -1.478
O 3.029 2.500 -2.740
O -0.055 -1.137 0.617
O 0.601 -2.126 -1.392
O 0.461 -2.344 -4.204
O -2.352 -2.041 -2.917
O -2.930 1.577 -2.392
O 0.677 0.492 2.649
O 3.176 -0.024 0.833
O -2.404 0.780 1.344
O -0.723 -3.309 2.236
N -1.790 -3.771 -0.322
N 1.486 3.855 -0.446
C -1.956 -2.067 -4.291
C 2.213 0.905 4.516
C -0.295 -3.452 3.580
C -3.843 0.947 -3.275
C -2.747 1.168 3.650
C -2.129 -3.549 2.121
C 3.327 -3.489 0.753
C -4.066 -3.112 0.451
C -2.544 -3.048 0.747
C 1.571 3.953 2.023
C -2.653 4.403 -0.483
C -0.771 -2.990 -4.559
C 4.272 3.176 -2.913
C 1.394 -0.086 3.717
C 3.374 -3.618 -0.750
C -0.719 4.017 0.855
C -4.671 2.017 -3.929
C -2.540 0.112 2.595
C 5.213 0.308 -0.483
C 0.723 3.526 0.833
C 4.250 0.863 0.559
H -4.488 0.256 -2.721
H -2.938 0.664 4.597
H 4.099 -0.625 -1.720
H -0.903 -3.847 -3.881
H 3.229 -4.494 1.169
H -3.050 4.279 -1.488
H -3.259 3.978 0.317
H 1.664 4.853 -0.328
H 3.179 1.548 -2.643
H -2.352 -3.651 -1.170
H -3.879 2.033 2.373
H -0.555 -2.608 4.227
H 1.616 1.739 4.897
H 0.806 2.445 0.679
H -2.702 -2.978 2.855
H 0.667 -0.551 4.405
H -4.322 -4.007 -0.112
H -1.722 -1.053 -4.628
H 0.372 -0.208 2.024
H -1.886 -4.790 -0.252
H 2.644 3.799 1.904
H -0.653 -3.374 -5.570
H 4.077 4.167 -3.320
H 1.291 3.376 2.908
H 0.504 -2.340 -3.233
H -2.320 -1.992 0.633
H -4.922 2.724 -3.129
H 4.753 3.205 -1.932
H 3.847 1.849 0.304
H 5.673 -0.610 -0.101
H 4.192 -3.049 1.250
H 1.431 5.015 2.241
H -3.356 0.276 -3.989
H -2.422 -4.595 2.274
H -4.612 -2.977 1.388
H 2.541 -2.099 -1.524
H 6.078 0.982 -0.511
H 4.166 -4.264 -1.130
H 2.059 -0.884 3.371
H -3.392 -0.573 2.509
H 2.752 0.399 5.313
H 2.345 3.354 -0.247
H -1.652 -0.500 2.779
H -4.356 -2.253 -0.157
H 2.325 -1.812 0.845
H -2.668 5.498 -0.370
H 2.438 0.176 0.213
H -1.826 1.760 3.675
H -1.743 -1.440 -2.393
H -0.730 -4.337 4.056
H 2.474 -4.142 -1.101
H 4.835 1.001 1.472
H -4.481 3.200 -5.505
H 2.811 1.625 2.817
H -5.587 1.589 -4.339
H 4.929 2.699 -3.643
H -1.879 0.293 0.699
H -2.845 -2.507 -4.758
H -1.268 3.395 1.571
H -2.416 0.988 -1.819
H -0.813 5.063 1.173
H 0.788 -3.556 3.641
```

Relative energy (zero: lowest compared OMol25 entry of this formula, charge and spin) in kJ/mol: 0.0
Kohn-Sham gap (spin up / spin down) in eV: 9.32 / 8.92
E_HOMO (spin up / spin down) in eV: -11.6 / -11.6
E_LUMO (spin up / spin down) in eV: -2.275 / -2.672
Expectation value of S²: 6.0071
Electronic energy in a.u.: -4006.99057
Spin multiplicity: 5
Total charge: +1

Atomic partial charges in e from the Mulliken method, atoms 1 to 2:
1. Ba 1.848
2. Fe 0.318


3.
Molecular formula: C21H62O19
Method: DFT, ωB97M-V/def2-TZVPD

```
102
C21H62O19, DFT ωB97M-V/def2-TZVPD
O 5.942 13.079 11.244
O 15.178 10.466 15.082
O 12.332 12.543 14.354
O 11.399 10.142 14.759
O 15.118 14.215 8.416
O 9.457 7.227 9.664
O 13.131 9.975 10.305
O 11.905 7.305 8.857
O 14.186 14.066 11.335
O 13.588 6.848 11.143
O 8.509 9.697 8.500
O 14.845 12.708 13.570
O 14.055 8.265 13.859
O 15.536 8.982 11.730
O 7.784 12.955 13.718
O 8.262 11.528 10.536
O 10.138 8.148 6.486
O 9.383 10.402 12.935
O 11.899 15.189 13.105
C 12.004 15.054 11.662
C 12.813 6.773 12.334
C 13.639 12.350 7.965
C 9.530 11.950 11.039
C 10.234 10.874 11.860
C 15.518 12.844 6.457
C 11.267 11.074 15.817
C 13.728 6.884 13.529
C 14.092 10.820 11.045
C 11.498 8.256 6.589
C 16.353 11.033 14.535
C 7.565 8.695 9.036
C 11.868 8.506 8.086
C 8.213 7.851 10.131
C 15.064 12.870 7.914
C 12.791 13.826 11.279
C 15.439 10.147 10.933
C 11.203 12.460 15.190
C 6.535 13.620 13.555
C 15.894 12.485 14.482
C 6.213 14.127 12.219
H 7.838 12.073 13.392
H 7.260 8.084 8.158
H 15.215 9.519 14.823
H 11.951 7.328 6.226
H 9.872 7.254 6.325
H 8.441 8.508 10.998
H 14.637 13.727 12.143
H 13.281 12.207 9.010
H 6.594 14.385 14.330
H 12.999 7.017 10.380
H 14.521 8.717 13.122
H 11.116 7.108 9.387
H 12.587 15.892 11.259
H 6.794 12.631 10.954
H 12.152 7.667 12.326
H 14.994 12.051 5.898
H 11.300 11.218 12.233
H 16.774 12.982 14.066
H 11.311 13.269 15.936
H 7.043 14.773 11.849
H 10.939 15.195 11.266
H 10.285 12.621 14.626
H 14.090 11.760 10.557
H 17.218 10.964 15.109
H 16.673 10.638 13.598
H 13.205 9.129 10.769
H 10.092 12.373 10.180
H 13.048 13.197 7.662
H 13.757 10.979 12.101
H 5.316 14.705 12.303
H 12.508 12.937 11.879
H 7.475 7.152 10.449
H 15.723 12.223 8.525
H 13.239 6.407 14.389
H 10.043 10.239 13.574
H 9.094 9.314 7.859
H 12.848 8.992 8.234
H 10.371 10.063 11.053
H 9.272 12.736 11.720
H 12.360 13.469 14.130
H 11.103 9.208 8.437
H 10.427 10.764 16.355
H 12.180 11.031 16.402
H 12.550 13.768 10.219
H 16.075 10.930 11.401
H 5.756 12.883 13.788
H 13.397 11.502 7.329
H 15.418 13.790 5.953
H 11.910 9.068 5.980
H 15.609 12.810 15.426
H 15.139 8.227 11.249
H 14.000 12.437 13.926
H 16.538 12.606 6.298
H 8.464 10.911 9.836
H 14.657 6.392 13.231
H 9.237 6.649 8.960
H 12.275 9.755 14.750
H 12.239 5.846 12.371
H 15.627 10.054 9.869
H 11.087 15.625 13.296
H 14.693 14.324 9.337
H 6.696 9.276 9.347
```

Relative energy (zero: lowest compared OMol25 entry of this formula, charge and spin) in kJ/mol: 0.0
Kohn-Sham gap in eV: 9.56
E_HOMO in eV: -9.5
E_LUMO in eV: 0.081
SMILES string: CC(C)O.OCCO.OCCO.OCCO.OCCO.OCCO.OCCO.OCCO.OCCO.OCCO
Electronic energy in a.u.: -2266.70960

Atomic partial charges in e from the Mulliken method, atoms 1 to 2:
1. O -0.598
2. O -0.450